Record 1
Entry from OMol25: a cluster of 2 separate species, C5H11NP in total (ωB97M-V/def2-TZVPD).

The value obtained for the gap between HOMO and LUMO is 8.58 eV. As for the charge: +1.

Geometry (Å):
C -2.612190 0.559011 0.692642
C 0.974710 -0.007184 -1.761183
C 1.596496 0.701547 1.127768
C 0.040173 -1.751314 0.605289
C -1.876606 1.168569 -0.366963
N -3.141511 -0.045017 1.537812
P 0.397113 -0.060619 -0.040487
H 1.649000 -0.818240 -2.057505
H 1.692439 0.804086 -1.989493
H 0.003530 -0.049661 -2.423215
H 1.214345 1.690096 1.348987
H 2.450109 0.680940 0.524771
H 1.451717 0.232319 2.190216
H -0.665023 -1.664865 1.445089
H 0.980554 -2.231956 0.913331
H -0.425567 -2.470437 -0.219306
H -1.806364 2.214821 -0.109593
H -1.922933 1.047899 -1.418163

Forces on the atoms, in the same order (eV/Å):
-1.05 -2.02 0.28
-0.69 -0.34 -1.21
-3.56 -0.65 1.95
-0.94 -1.04 -2.15
2.49 -0.18 2.19
0.84 1.11 -1.14
-2.11 0.58 0.17
-0.56 -0.64 0.39
-1.13 0.44 0.28
2.20 0.30 1.04
0.39 0.62 -0.46
2.03 0.03 0.13
1.09 0.19 -2.23
0.23 -0.03 -0.20
-0.19 0.37 0.06
0.82 1.75 1.68
0.78 0.38 -0.10
-0.65 -0.88 -0.67

---

Record 2
Entry from OMol25: an isolated molecule of C3H7N2O2 (ωB97M-V/def2-TZVPD).

The value obtained for the gap between HOMO and LUMO (spin up / spin down) is 9.78 / 6.58 eV. As for the charge: 0. The expectation value of S² is 0.75. As for the multiplicity: 2.

Geometry (Å):
O 0.390034 -1.675458 0.474267
C -0.198584 -0.743069 -0.046397
N 0.357084 0.455454 -0.307400
C 1.868632 0.777824 -0.285682
O 2.074967 1.993785 -0.724146
C -1.775269 -0.807483 -0.116985
N -2.463964 -0.121705 0.951340
H -0.115521 1.100716 -0.940145
H 2.337146 -0.018662 -0.871878
H 2.076640 0.830390 0.801155
H -2.025375 -1.860213 -0.136598
H -2.009349 -0.362009 -1.087807
H -2.551523 -0.695282 1.775505
H -1.970875 0.728924 1.175103

Forces on the atoms, in the same order (eV/Å):
0.68 0.11 -0.40
-1.58 -0.86 1.79
1.18 1.26 -1.13
-3.07 -0.87 0.58
0.49 0.74 -0.55
1.52 0.36 -1.05
-0.03 0.07 -0.22
-0.09 -0.33 0.38
0.71 0.02 0.41
0.74 -0.55 -0.16
-0.10 -0.10 -0.01
-0.55 0.00 -0.02
0.20 -0.01 0.11
-0.10 0.15 0.27

---

Record 3
Entry from OMol25: an isolated molecule of C17H24N2O3 (ωB97M-V/def2-TZVPD).

As for the SMILES: COc1ccc([C@H](N(C)C)N2C(=O)CC(C)(C)CC2=O)cc1. The value obtained for the gap between HOMO and LUMO is 8.79 eV. As for the charge: 0.

Geometry (Å):
C 2.009576 0.432207 5.497073
O 2.264533 -0.684341 4.623869
C 1.918694 -0.526264 3.293029
C 2.165550 -1.652917 2.471584
C 1.881975 -1.586094 1.126170
C 1.478741 -0.371588 0.572036
C 1.295127 -0.387445 -0.930157
N 2.054796 0.551400 -1.643103
C 2.122951 0.389919 -3.091838
C 3.045096 1.435543 -1.035966
N -0.308389 -0.341124 -1.003131
C -0.964600 -1.525333 -1.342217
O -0.366412 -2.597900 -1.335861
C -2.434091 -1.429525 -1.806529
C -3.161100 -0.171157 -1.309542
C -4.556934 -0.094742 -1.963943
C -3.242121 -0.223345 0.215665
C -2.293073 1.035695 -1.697706
C -0.865179 0.939836 -1.135857
O -0.211707 1.946198 -0.874085
C 1.232373 0.750637 1.359133
C 1.485216 0.696581 2.724788
H 2.194317 0.069819 6.511985
H 2.694029 1.253271 5.251075
H 0.969470 0.766874 5.391126
H 2.585596 -2.555917 2.934061
H 1.953957 -2.457118 0.493459
H 1.499165 -1.396374 -1.406042
H 2.826315 1.141977 -3.477455
H 2.468826 -0.627793 -3.344007
H 1.122179 0.555996 -3.519454
H 3.693157 1.797872 -1.844082
H 2.578740 2.327296 -0.581051
H 3.676048 0.924811 -0.279689
H -2.982197 -2.326851 -1.452493
H -2.482812 -1.522421 -2.903680
H -4.476206 -0.060615 -3.060781
H -5.155799 -0.980256 -1.702051
H -5.105450 0.798544 -1.638108
H -2.216853 -0.244713 0.608152
H -3.748800 0.671567 0.603035
H -3.765177 -1.130395 0.545062
H -2.271126 1.196143 -2.789730
H -2.765581 1.958229 -1.310723
H 0.801092 1.661225 0.921645
H 1.356110 1.592581 3.336321

Forces on the atoms, in the same order (eV/Å):
0.11 -0.51 -0.56
-0.52 0.52 -0.27
0.86 0.21 -0.15
-0.23 0.25 1.12
0.13 0.66 0.38
0.40 -0.57 -0.73
-0.42 -1.05 0.40
0.08 0.44 -0.50
-0.22 -0.03 0.72
-0.26 0.15 0.27
0.67 1.13 -1.52
0.20 -0.84 -0.67
-0.76 1.14 0.12
-0.21 -0.43 0.51
0.12 -0.09 -0.57
0.24 -0.03 0.08
-0.03 0.04 -0.03
-0.40 0.41 0.34
0.13 0.71 -0.50
-1.02 -1.12 -0.34
-0.02 0.01 0.04
0.07 -0.83 0.62
-0.04 0.11 -0.25
-0.14 -0.04 0.14
0.20 -0.03 0.14
-0.38 0.40 -0.17
0.23 -0.06 -0.06
-0.50 0.86 0.94
-0.41 -0.42 -0.12
-0.08 0.22 -0.18
0.31 -0.06 -0.21
-0.09 -0.15 0.33
0.17 -0.32 -0.02
-0.36 0.26 -0.37
0.53 0.34 0.01
0.35 0.27 0.22
0.02 0.00 0.27
0.16 0.24 -0.02
0.13 -0.17 -0.01
-0.38 -0.03 0.26
0.08 -0.28 0.00
0.05 0.26 0.02
0.28 -0.33 0.26
0.45 -0.32 0.03
0.56 -0.52 0.19
-0.05 -0.40 -0.20

---

Record 4
Entry from OMol25: an isolated molecule of C6H9NO (ωB97M-V/def2-TZVPD).

As for the SMILES: N[C@@H]1C=CC(CO)=C1. The value obtained for the gap between HOMO and LUMO is 9.23 eV. As for the charge: 0.

Geometry (Å):
N 0.036194 0.473876 -2.820160
C 0.695379 0.385755 -1.528342
C 1.005330 -0.987800 -1.003087
C 0.482600 -1.127215 0.244496
C -0.315862 0.049852 0.601124
C -1.212096 0.170046 1.810661
O -0.467272 -0.189541 2.987960
C -0.144231 0.925651 -0.420918
H -0.078572 1.452128 -3.034107
H 0.596056 0.025063 -3.554699
H 1.689808 0.934740 -1.439960
H 1.658023 -1.671824 -1.500935
H 0.626710 -1.971447 0.904044
H -1.966252 -0.671406 1.746371
H -1.742059 1.137860 1.895045
H 0.144242 0.554742 3.096070
H -0.509851 1.911592 -0.497996

Forces on the atoms, in the same order (eV/Å):
0.42 -0.43 -0.14
1.02 -0.13 0.97
-0.53 0.06 1.19
0.34 -0.49 -0.95
-0.06 1.18 -1.22
-0.14 -1.82 -0.18
-0.04 1.12 -0.16
-0.33 -0.49 0.80
-0.05 0.12 -0.39
-0.30 0.42 0.42
-0.71 -0.31 -0.34
0.18 -0.39 -0.19
-0.01 -0.05 -0.05
0.49 1.10 -0.08
0.38 -0.40 -0.08
0.05 -0.42 0.31
-0.72 0.95 0.09

---

Record 5
Entry from OMol25: a cluster of 2 separate species, C5H8O in total (ωB97M-V/def2-TZVPD).

As for the SMILES: C=C/C=C\C=O.[H][H]. The value obtained for the gap between HOMO and LUMO is 9.78 eV. As for the charge: 0.

Geometry (Å):
C 0.065663 -1.896195 -0.217377
C 0.968914 -1.181711 0.456405
C 1.290557 0.181517 0.015269
C 0.312776 0.912502 -0.535623
C -1.120789 0.465050 -0.606808
O -1.847504 0.288919 0.345827
H -0.253262 -1.600014 -1.213640
H -0.438026 -2.757801 0.199316
H 1.404281 -1.561869 1.377708
H 2.290037 0.599259 0.150394
H 0.511451 1.888922 -0.974654
H -1.522285 0.351868 -1.634671
H -1.106715 1.962191 1.350103
H -0.631040 2.532780 1.313172

Forces on the atoms, in the same order (eV/Å):
0.27 -0.21 0.13
-0.16 -0.14 -0.08
-0.22 0.05 -0.20
0.18 -0.08 0.11
-0.25 0.13 0.16
0.26 0.08 -0.57
-0.01 0.01 0.19
0.35 -0.26 -0.05
-0.17 0.14 -0.01
-0.23 -0.16 -0.14
0.00 -0.09 0.07
-0.03 0.11 0.03
0.06 0.26 0.19
-0.04 0.16 0.17

---

Record 6
Entry from OMol25: a cluster of 2 separate species, C2HN2P in total (ωB97M-V/def2-TZVPD).

The value obtained for the gap between HOMO and LUMO (spin up / spin down) is 6.93 / 6.98 eV. As for the charge: 0.

Geometry (Å):
C -2.470082 -0.394811 0.252590
C 2.483493 0.209638 -0.242942
N -2.562263 -1.550895 0.183828
N 1.633288 0.220657 -0.998949
P -2.336294 1.298006 0.321257
H 3.251856 0.217405 0.484217

Forces on the atoms, in the same order (eV/Å):
0.00 -0.21 -0.06
0.31 0.04 0.40
-0.03 -0.29 0.02
-0.63 0.01 -0.59
0.06 0.49 0.02
0.29 -0.04 0.20

---

Record 7
Entry from OMol25: a structure of composition C15H26BCaCl2F3InKN2Na2O8 (ωB97M-V/def2-TZVPD).

The value obtained for the gap between HOMO and LUMO is 3.26 eV. As for the charge: 0.

Geometry (Å):
O -4.642932 0.245842 2.266925
B -5.121114 -0.976424 2.818638
O -6.512122 -1.204878 2.686967
C -4.219867 -2.013862 3.453623
In -3.749951 -3.395553 1.753119
Cl -1.864819 -2.102499 0.473265
H -4.476812 0.123244 1.329430
H -6.901080 -0.383281 2.365159
H -4.710017 -2.585556 4.238927
H -3.297072 -1.563559 3.815822
H -3.175502 -5.092557 2.191736
H -5.256859 -3.423608 0.734737
Na -6.658818 -2.544891 -0.037266
C 0.246435 -1.670124 3.019494
C 0.594057 -1.694582 4.509281
O -0.319817 -1.877451 5.315788
O 1.838681 -1.537299 4.793006
H -0.814160 -1.821251 2.866415
H 0.532855 -0.704228 2.594180
H 0.792607 -2.458234 2.496504
N 1.238711 -1.402430 -1.195227
C 1.987274 -0.299759 -0.937815
C 2.796836 -0.089718 -2.018235
C 2.524037 -1.114340 -2.986458
C 1.540280 -1.900704 -2.457570
H 0.544105 -1.800844 -0.551165
H 1.887464 0.235349 -0.007741
H 3.519891 0.729220 -2.104513
H 2.992591 -1.252094 -3.955989
H 1.031175 -2.773206 -2.851647
Na 2.451462 -3.341612 5.914995
K -0.825295 -1.002590 -1.977548
O 4.768740 -5.507228 5.533250
C 5.775957 -6.151296 5.734675
C 7.171328 -4.750374 6.424495
O 8.130939 -5.459663 6.581215
H 6.328298 -6.592161 4.885706
H 5.806325 -6.890955 6.555468
H 6.579865 -4.371517 7.279804
H 7.096155 -4.046421 5.575164
Ca 5.047507 -0.505285 -2.502715
C -0.764193 5.818172 -4.686612
C -2.066084 5.327620 -5.276435
O -1.877061 4.164064 -6.119471
C -1.681424 3.019129 -5.505786
O -1.650446 2.829996 -4.322163
C -1.524108 1.901510 -6.563212
F -0.649911 2.248782 -7.505975
F -2.698157 1.660053 -7.157536
F -1.102901 0.758464 -6.015802
H -0.042005 6.014807 -5.478514
H -0.911898 6.730783 -4.119454
H -0.324473 5.068856 -4.028265
H -2.493992 6.086339 -5.926660
H -2.805297 5.104683 -4.507389
C 0.395779 7.395746 -1.125776
C 0.819317 7.769607 -2.468724
N 1.158159 8.069094 -3.523252
H -0.594520 7.799685 -0.923956
H 0.363789 6.311391 -1.036228
H 1.097514 7.792561 -0.394967
Cl -3.325425 -6.902965 2.062280

Forces on the atoms, in the same order (eV/Å):
-0.36 -0.22 -0.16
0.26 -0.30 0.36
-0.02 0.22 -0.52
-0.54 1.23 -0.11
0.52 -1.22 1.41
0.17 0.50 -0.83
0.23 0.21 -0.05
-0.08 0.05 0.15
0.11 -0.38 -0.18
0.18 -0.26 -0.07
-0.14 0.34 -0.55
0.31 0.04 -0.32
-0.47 0.23 0.24
0.02 0.15 0.14
0.08 0.15 -0.20
0.21 -0.23 0.26
0.18 -0.63 0.12
-0.02 0.00 0.09
0.07 -0.03 -0.02
0.05 0.04 -0.01
1.73 -1.05 0.61
0.07 -0.17 0.24
-0.92 0.31 -0.22
-0.48 0.23 0.06
0.58 -0.22 0.67
1.02 -0.22 0.44
0.07 -0.02 0.02
-1.22 0.52 0.18
-0.18 0.04 0.08
0.26 0.05 0.10
-0.33 0.45 -0.30
-4.06 1.30 -1.52
0.19 1.21 0.36
-2.60 -4.20 -1.56
1.90 3.26 1.17
-0.16 -0.71 -0.17
0.68 1.09 -0.13
0.40 0.92 0.82
-0.37 -0.76 0.08
-0.20 -0.64 -0.52
2.76 -0.87 -0.31
0.16 -0.49 -0.19
-0.11 0.51 0.28
-0.03 0.02 -0.09
-0.03 0.18 0.09
0.02 -0.32 -0.01
0.07 -0.13 -0.27
0.06 0.06 0.03
-0.09 0.04 0.08
-0.02 0.07 0.23
-0.02 0.16 0.02
-0.13 0.05 -0.10
-0.06 0.03 0.07
0.01 -0.15 -0.19
0.06 -0.22 0.00
-0.02 -0.02 0.01
0.15 0.12 0.01
0.01 0.02 0.06
0.00 0.00 0.02
0.00 0.00 0.01
-0.01 -0.01 0.01
0.06 -0.33 0.07